(1)
Density functional theory data (ωB97M-V/def2-TZVPD) for a structure of composition C22H35Be2Cl3FN3O12PS2 in a non-equilibrium geometry.

Last column: Löwdin charge in e.
Positions of all 81 atoms, in Å:
C: 2.3793 -2.1378 2.8181  -0.32
P: 0.9214 -0.9422 2.3382  0.92
C: 1.8470 0.5965 1.5957  -0.28
C: 0.0601 -1.8409 0.8410  -0.25
C: -0.5820 -3.3472 1.1681  -0.03
C: -1.3052 -4.2429 -0.0237  -0.18
N: -1.8801 -5.6557 0.2064  0.09
C: -3.1817 -5.5762 0.6564  -0.55
S: -4.8604 -5.3686 1.0099  0.70
C: -1.3579 -3.5586 -1.5189  0.03
C: -0.7399 -2.0475 -1.8815  0.00
C: -0.0259 -1.1715 -0.6843  -0.10
C: -0.8767 -1.5301 -3.4664  -0.19
O: -1.1526 -0.2739 -3.8256  -0.02
C: -0.6869 -2.7465 -4.5990  0.07
C: -1.2671 -4.1091 -4.2677  0.02
C: -2.0230 -4.3977 -2.8038  -0.17
O: -3.0848 -5.1936 -2.6513  -0.28
H: 2.8749 -2.5908 1.8310  0.08
H: 1.9893 -3.0222 3.5006  0.06
H: 3.2178 -1.5512 3.4207  0.07
H: 2.0172 0.4943 0.4417  0.03
H: 1.2162 1.5635 1.8198  0.06
H: 2.9231 0.7137 2.0960  0.07
H: -0.5390 -3.8078 2.2540  0.09
H: 0.4261 -0.1046 -0.9252  0.04
H: -0.1302 -2.5674 -5.6398  0.16
H: -1.1266 -4.9786 -5.0707  0.14
Be: -3.5472 -3.5717 2.0108  0.72
C: 5.8695 -3.4572 2.9285  -0.17
O: 4.6938 -3.7578 3.6576  -0.16
H: 6.1922 -2.4434 3.1769  0.06
H: 6.6575 -4.1645 3.1983  0.08
H: 5.6610 -3.5188 1.8575  0.08
H: 4.4316 -4.6626 3.4167  0.09
C: -1.7752 0.4184 7.6299  -0.26
S: -1.1063 0.3063 5.9527  0.79
O: -2.0633 -0.5144 5.1397  -0.60
C: 0.2931 -0.7560 6.3818  -0.28
H: -2.6906 1.0144 7.6003  0.05
H: -2.0059 -0.5806 8.0081  0.06
H: -1.0472 0.9074 8.2813  0.06
H: -0.0661 -1.6820 6.8373  0.07
H: 0.9533 -0.2286 7.0739  0.05
H: 0.8429 -0.9921 5.4677  0.01
O: 7.8398 -1.6908 2.1229  -0.08
H: 8.5028 -2.1190 2.6331  -0.04
C: 2.7071 2.4313 5.0347  0.05
N: 2.9786 1.3850 6.0571  -0.40
O: 3.3945 1.7640 7.1582  0.08
O: 2.7664 0.2129 5.7254  -0.01
H: 2.9366 3.4100 5.4613  0.10
H: 3.3476 2.2257 4.1747  0.10
H: 1.6504 2.3651 4.7679  0.09
C: -2.8936 1.9909 -1.4283  -1.47
Cl: -1.7703 0.6435 -1.1788  0.68
Cl: -4.5684 1.4511 -1.2208  0.53
Cl: -2.5266 3.3209 -0.3166  0.54
H: -2.7733 2.3545 -2.4519  -0.01
C: -2.2285 3.1369 -4.9872  -0.07
O: -3.1867 4.1702 -4.7872  -0.13
C: -2.5757 5.4545 -4.6270  -0.16
C: -2.6341 6.2658 -5.9261  -0.18
O: -1.8413 5.6630 -6.9505  -0.18
C: -2.6270 4.9202 -7.8797  -0.09
H: -2.7497 2.2556 -5.3710  0.06
H: -1.4561 3.4220 -5.7062  0.11
H: -1.7628 2.8794 -4.0307  0.10
H: -1.5426 5.3522 -4.2728  0.13
H: -3.1432 5.9848 -3.8554  0.13
H: -2.2134 7.2600 -5.7383  0.13
H: -3.6702 6.3994 -6.2611  0.13
H: -3.1343 5.6079 -8.5623  0.09
H: -3.3637 4.2877 -7.3794  0.09
H: -1.9579 4.2808 -8.4579  0.10
N: 2.4939 1.1182 -2.4160  -0.60
O: 3.3498 1.6772 -3.1217  0.08
O: 1.8153 1.7852 -1.6174  0.01
O: 2.3165 -0.1076 -2.5090  0.01
F: -2.6166 1.0333 -6.4360  -0.38
Be: -5.2085 -5.5137 -2.9045  0.55

Cartesian forces (eV/Å) of the 2 atoms listed first:
0.8 -0.9 -0.4
0.9 -0.2 -1.0

Computed properties:
Charge ... +1
HOMO ... -9.5 eV
Electronic energy ... -4572.2615 a.u.

=====

(2)
Density functional theory data (ωB97M-V/def2-TZVPD) for a structure of composition C22H35BeBrClCs2F3IN3O13PS2 in a non-equilibrium geometry.

Last column: Löwdin charge in e.
Positions of all 85 atoms, in Å:
C: -3.4925 -2.2853 -2.9986  -0.24
C: -2.9882 -0.8072 -3.4893  -0.32
C: -1.3888 -0.4883 -3.1161  -0.56
C: -0.4257 -1.2985 -4.1381  -0.19
C: 0.4255 -2.5481 -3.5740  -0.21
C: 0.2075 -2.9962 -2.0288  -0.21
C: 1.4611 -2.4792 -1.0527  -0.18
C: 1.8169 -0.8891 -1.2375  -0.18
C: 1.7086 0.0063 0.1377  -0.17
C: 0.2760 0.8303 0.2869  -0.28
N: 0.2570 1.4160 1.7013  -0.06
C: -0.1175 0.4437 2.8398  -0.38
I: -0.5480 -1.7163 2.4757  0.79
C: -0.1975 0.9250 4.4399  -0.17
P: -0.6413 -0.3610 5.7758  0.32
O: -2.2818 -0.9380 5.4105  -0.34
O: 0.5263 -1.7003 5.8027  -0.35
S: -0.7122 0.3129 7.5975  0.31
C: 0.1147 2.5037 4.7482  0.04
F: 0.0879 3.0971 6.1040  -0.03
C: 0.5250 3.4816 3.4994  0.07
F: 0.8519 4.9127 3.7397  -0.01
C: 0.5981 2.8769 1.9416  0.08
C: 1.0540 3.9646 0.7930  -0.12
O: 0.0213 5.0182 0.6532  -0.22
C: -0.9198 4.7195 -0.4370  -0.13
H: -3.5384 -2.9972 -3.9398  0.09
H: -4.6259 -2.1592 -2.6454  0.08
H: -2.9209 -2.7342 -2.0822  -0.17
H: -3.6159 0.0791 -3.0490  -0.05
H: -3.0354 -0.7003 -4.6774  0.11
H: -1.1553 -0.5822 -1.9763  -0.07
H: -1.2646 0.6720 -3.3732  -0.10
H: -1.1022 -1.6958 -5.0355  0.13
H: 0.3278 -0.5273 -4.6290  0.12
H: 1.5836 -2.3389 -3.7710  0.12
H: 0.1752 -3.4951 -4.2555  0.12
H: 0.2698 -4.1873 -1.9826  0.11
H: -0.8125 -2.7094 -1.5377  -0.04
H: 2.4680 -3.0761 -1.2816  0.11
H: 1.2450 -2.6574 0.0908  0.06
H: 1.1923 -0.3336 -2.0605  0.10
H: 2.9564 -0.8132 -1.5850  0.13
H: 2.5471 0.8535 0.0793  0.13
H: 1.9824 -0.6122 1.1201  0.11
H: 0.2930 1.6508 -0.5601  0.03
H: -0.6725 0.1556 0.0529  0.02
H: -2.2821 -1.9184 5.6554  0.04
H: 1.1995 -1.5475 5.0498  0.07
H: 2.0119 4.5200 1.2393  0.16
H: 1.4047 3.4934 -0.2189  0.13
H: -0.7559 3.6561 -0.8987  -0.03
H: -2.0092 4.7578 0.0476  0.12
H: -0.9354 5.5730 -1.2704  0.11
F: -3.9105 0.9089 -5.5379  -0.73
C: 4.2694 -6.8734 -1.2923  -0.14
C: 3.0536 -6.5288 -0.4947  -0.14
O: 2.3397 -5.6565 -1.3501  0.03
C: 2.7439 -5.9317 -2.6246  -0.51
O: 2.2117 -5.4857 -3.6274  0.13
O: 3.8201 -6.7715 -2.6305  0.06
H: 4.6334 -7.8827 -1.0815  0.14
H: 5.0864 -6.1608 -1.1385  0.14
H: 2.4308 -7.4042 -0.2825  0.14
H: 3.3010 -6.0319 0.4473  0.14
Be: -1.5984 -3.8429 3.6683  0.31
C: 1.9455 7.4822 -2.2063  -0.07
C: 1.9773 5.9986 -2.5354  -0.20
N: 2.0035 4.7678 -2.8085  0.10
H: 2.8355 7.7560 -1.6331  0.08
H: 1.9220 8.0683 -3.1291  0.08
H: 1.0556 7.7138 -1.6145  0.07
N: 4.1890 2.9552 3.2628  -0.65
O: 3.4733 2.0676 2.7698  -0.10
O: 4.8867 2.7078 4.2602  -0.05
O: 4.2069 4.0901 2.7583  -0.08
Br: -2.6535 -2.2034 -0.2778  0.04
Cs: -1.9351 1.4738 -1.8024  1.42
Cl: -6.1296 1.2807 -5.5405  -0.46
O: -4.3543 2.1648 5.9918  -0.21
S: -5.4254 1.1574 5.8841  0.26
O: -6.7176 1.7746 6.2342  -0.21
O: -5.1466 0.0430 6.8081  -0.20
O: -5.4828 0.6473 4.5020  -0.21
Cs: -6.1808 1.3886 -3.3593  0.86

Cartesian forces (eV/Å) of the 2 atoms listed first:
-1.5 0.2 -1.6
1.1 -0.3 -0.3

Computed properties:
Charge ... -1
HOMO ... -4.9 eV
Electronic energy ... -6824.7627 a.u.

=====

(3)
Density functional theory data (ωB97M-V/def2-TZVPD) for a cluster of 6 separate species, C22H35Br2N6O in total in a non-equilibrium geometry.

Last column: Löwdin charge in e.
Positions of all 66 atoms, in Å:
C: 2.6919 -1.3030 2.4578  -0.14
C: 3.4148 -0.1762 1.5098  -0.65
Br: 5.4063 0.0080 1.5346  0.58
C: 2.6222 0.7136 0.6181  -0.54
Br: 3.6781 2.0696 -0.4748  0.61
C: 0.9943 0.6832 0.4242  -0.26
C: 0.3954 -0.7757 -0.0710  -0.09
C: -1.0665 -1.1563 0.5850  -0.41
C: -1.7729 -2.2233 -0.4919  -0.07
C: -0.9897 -1.9541 2.0152  -0.04
N: -1.9489 0.0721 0.5802  -0.13
O: -3.2551 -0.2177 0.7102  -0.04
C: -1.4808 1.1409 1.5426  -0.42
C: -2.2003 1.1037 3.0210  -0.07
C: -1.9407 2.5962 0.8582  -0.07
C: 0.1471 1.2379 1.7346  -0.11
H: 1.9214 -0.8514 3.2412  0.08
H: 3.5589 -1.7782 3.1265  0.08
H: 2.2398 -2.2221 1.8557  0.08
H: 0.7505 1.4554 -0.4531  0.13
H: 1.2010 -1.6475 0.0247  0.12
H: 0.2047 -0.6723 -1.2445  0.08
H: -2.0795 -1.6310 -1.4535  0.08
H: -0.9603 -3.0666 -0.6860  0.10
H: -2.6845 -2.7381 0.0425  0.07
H: -1.9798 -2.5498 2.2488  0.07
H: -0.6678 -1.2242 2.8956  0.08
H: -0.1288 -2.7803 1.9792  0.10
H: -2.7929 0.1217 3.2563  0.07
H: -1.4200 1.2319 3.9155  0.10
H: -2.9559 2.0224 3.1015  0.09
H: -1.1866 2.7588 -0.0412  0.09
H: -3.0418 2.5090 0.4719  0.09
H: -1.7814 3.4749 1.6240  0.09
H: 0.4320 0.6564 2.7217  0.09
H: 0.4639 2.3683 1.9282  0.14
C: 4.0783 2.9408 -3.9930  -0.10
C: 3.9826 2.0823 -5.2438  -0.21
N: 3.9032 1.3703 -6.2814  0.07
H: 3.9928 2.3125 -3.1022  -0.03
H: 5.0397 3.4613 -3.9708  0.05
H: 3.2729 3.6803 -3.9859  0.08
C: -5.4098 -3.9331 2.6867  -0.08
C: -4.1067 -4.6206 2.3127  -0.21
N: -3.0258 -5.1910 2.0025  0.09
H: -5.2418 -2.8603 2.8151  0.06
H: -6.1515 -4.0855 1.8978  0.07
H: -5.7949 -4.3477 3.6223  0.08
C: -4.5348 1.3633 6.0994  -0.08
C: -4.5827 -0.1275 5.8066  -0.21
N: -4.6223 -1.3642 5.5638  0.09
H: -4.9823 1.9203 5.2718  0.07
H: -5.0894 1.5811 7.0163  0.07
H: -3.4975 1.6853 6.2258  0.07
C: -1.1606 -3.1577 -4.9136  -0.07
C: -0.5613 -2.0094 -4.1182  -0.18
N: -0.0642 -1.0568 -3.4583  0.11
H: -0.4998 -4.0276 -4.8680  0.08
H: -2.1357 -3.4290 -4.4997  0.08
H: -1.2874 -2.8612 -5.9585  0.08
C: 7.6570 3.5703 -7.3626  -0.08
C: 7.0595 4.5239 -6.3408  -0.20
N: 6.5638 5.3150 -5.4933  0.08
H: 8.6109 3.1811 -6.9961  0.08
H: 6.9742 2.7340 -7.5360  0.07
H: 7.8256 4.0940 -8.3075  0.08

Cartesian forces (eV/Å) of the 2 atoms listed first:
1.5 -0.5 0.8
-3.4 2.1 -2.3

Computed properties:
HOMO (alpha / beta) ... -8.8 / -8.8 eV
2S+1 ... 2
Electronic energy ... -6410.6159 a.u.
⟨S²⟩ ... 0.754

=====

(4)
Density functional theory data (ωB97M-V/def2-TZVPD) for a structure of composition C22H35CeO3 in a non-equilibrium geometry.

Last column: Löwdin charge in e.
Positions of all 61 atoms, in Å:
O: -1.3074 -2.8911 0.5934  -0.20
C: -2.0559 -3.6517 1.6035  -0.12
C: -1.1743 -4.8738 1.5053  -0.04
H: -3.0248 -3.7864 1.1353  0.08
H: -2.0962 -3.1341 2.5671  0.12
C: -0.4351 -4.0707 0.4040  -0.50
H: -1.7361 -5.7627 1.2186  0.09
H: -0.5981 -5.0457 2.4134  0.13
C: -0.6310 -4.6014 -1.0001  0.02
H: -1.6816 -4.9151 -1.1065  0.09
H: 0.0423 -5.4486 -1.1953  0.11
H: -0.4693 -3.8272 -1.7549  0.06
C: 0.9843 -3.7186 0.7924  0.00
H: 0.9964 -3.2690 1.7867  0.09
H: 1.4208 -3.0114 0.0849  0.07
H: 1.6458 -4.5905 0.8251  0.11
Ce: -1.0677 -0.3258 -0.1032  1.38
C: 0.8247 0.9263 1.3150  -0.17
C: -0.3214 1.5445 1.8904  -0.12
C: -1.0283 0.5605 2.6466  -0.10
H: -0.5477 2.6090 1.8226  0.11
C: -0.3159 -0.6729 2.5384  -0.15
C: 0.8342 -0.4457 1.7144  -0.20
H: 1.6221 -1.1604 1.4946  0.10
H: 1.5980 1.4472 0.7532  0.13
H: -1.9205 0.7440 3.2553  0.13
H: -0.5480 -1.5929 3.0776  0.11
C: 0.5566 0.7155 -1.6653  -0.19
C: 1.2198 -0.4939 -1.2713  -0.17
C: 0.5320 -1.5882 -1.8620  -0.16
H: 2.1253 -0.5686 -0.6762  0.13
C: -0.5424 -1.0768 -2.6543  -0.11
C: -0.5296 0.3506 -2.5343  -0.15
H: -1.2049 1.0482 -3.0356  0.13
H: 0.8168 1.7273 -1.3512  0.13
H: 0.8492 -2.6231 -1.7987  0.10
H: -1.2021 -1.6682 -3.2985  0.13
O: -3.9807 -4.8827 -0.0106  -0.21
C: -4.0704 -6.2966 0.3755  -0.18
C: -5.5411 -6.6582 0.6660  -0.15
H: -3.5276 -6.4603 1.3253  0.10
H: -3.5986 -6.9879 -0.3538  0.13
C: -6.2888 -5.3085 0.7239  -0.14
H: -5.6357 -7.2134 1.6114  0.12
H: -5.9093 -7.2770 -0.1568  0.11
C: -5.2284 -4.2429 0.4093  -0.17
H: -6.7106 -5.1250 1.7170  0.11
H: -7.1011 -5.2842 -0.0127  0.11
H: -4.9853 -3.6517 1.3069  0.11
H: -5.5670 -3.5173 -0.3469  0.12
C: -3.2162 3.1886 0.8548  -0.04
C: -2.6098 2.7154 -0.4383  -0.47
C: -1.6113 3.7140 -0.9647  -0.04
O: -2.0664 1.4070 -0.2592  -0.36
H: -2.4429 3.3103 1.6146  0.07
H: -3.9475 2.4758 1.2331  0.09
H: -3.6792 4.1673 0.7282  0.10
H: -3.3853 2.6146 -1.2043  0.15
H: -0.8242 3.9577 -0.2443  0.09
H: -1.1551 3.3597 -1.8863  0.08
H: -2.1329 4.6539 -1.1641  0.10

Cartesian forces (eV/Å) of the 2 atoms listed first:
0.4 0.2 0.1
-1.0 0.9 0.1

Computed properties:
Charge ... +1
HOMO ... -11.5 eV
Electronic energy ... -1559.8585 a.u.

=====

electronic energy of number 4 (C22H35CeO3)?
-1559.8585 a.u.